Entry 1:
DFT (ωB97M-V with the def2-TZVPD basis set) results for a molecular structure, C47H54BMgN8O4P2.

```
117
C47H54BMgN8O4P2 (ωB97M-V with the def2-TZVPD basis set)
Mg -13.43 -18.11 4.07
N -10.15 -12.25 5.08
C -11.28 -11.56 4.71
C -12.34 -12.44 4.89
N -11.88 -13.60 5.43
C -10.54 -13.50 5.55
C -9.63 -14.49 5.85
N -9.88 -15.80 6.22
C -8.64 -16.40 6.29
C -7.68 -15.51 5.90
N -8.29 -14.31 5.64
H -9.22 -11.89 5.28
H -11.22 -10.54 4.30
H -13.34 -12.39 4.61
H -8.59 -17.45 6.58
H -6.58 -15.60 5.79
H -7.84 -13.40 5.60
O -13.03 -16.12 4.62
C -14.10 -15.24 4.29
C -15.39 -15.95 3.92
C -16.61 -15.33 4.19
C -17.79 -15.94 3.82
C -17.68 -16.91 2.80
C -16.44 -17.55 2.70
N -15.30 -17.16 3.32
H -12.25 -15.65 4.94
H -13.71 -14.53 3.54
H -14.34 -14.59 5.17
H -16.56 -14.38 4.74
H -18.75 -15.65 4.26
H -18.53 -17.22 2.20
H -16.35 -18.40 2.05
C -14.60 -11.74 9.47
C -14.97 -13.05 8.74
C -16.52 -13.32 9.04
O -14.79 -12.77 7.27
B -14.15 -13.87 6.72
O -13.72 -14.79 7.72
C -13.98 -14.24 9.04
C -12.54 -13.74 9.42
C -14.51 -15.30 10.02
H -15.41 -11.05 9.34
H -13.70 -11.32 9.00
H -14.51 -11.91 10.54
H -17.12 -12.52 8.67
H -16.74 -13.45 10.09
H -16.80 -14.24 8.51
H -12.25 -12.98 8.69
H -11.91 -14.60 9.24
H -12.49 -13.34 10.44
H -15.31 -15.84 9.54
H -14.96 -14.90 10.93
H -13.76 -16.02 10.27
C -12.28 -18.76 0.07
P -12.05 -18.04 1.75
C -11.35 -16.46 1.24
C -11.88 -15.82 0.14
C -11.19 -14.77 -0.47
C -9.96 -14.38 0.06
C -9.56 -14.88 1.28
C -10.28 -15.87 1.92
C -10.51 -18.96 2.10
C -9.31 -18.78 1.40
C -8.13 -19.35 1.91
C -8.20 -20.14 3.03
C -9.42 -20.39 3.64
C -10.58 -19.91 3.10
P -13.91 -18.61 -0.74
C -13.48 -19.10 -2.46
C -12.45 -18.34 -3.05
C -11.89 -18.76 -4.21
C -12.32 -19.93 -4.86
C -13.49 -20.52 -4.41
C -14.07 -20.12 -3.22
C -14.75 -20.14 -0.14
C -14.10 -21.37 -0.29
C -14.76 -22.51 0.20
C -16.08 -22.47 0.68
C -16.72 -21.24 0.71
C -16.10 -20.10 0.29
H -12.01 -19.85 0.10
H -11.47 -18.40 -0.61
H -12.83 -16.16 -0.27
H -11.59 -14.29 -1.40
H -9.27 -13.70 -0.47
H -8.61 -14.56 1.69
H -9.91 -16.36 2.82
H -9.31 -18.16 0.52
H -7.16 -19.17 1.39
H -7.32 -20.66 3.39
H -9.44 -20.96 4.53
H -11.60 -20.16 3.46
H -12.11 -17.46 -2.52
H -11.09 -18.20 -4.71
H -11.76 -20.25 -5.71
H -13.94 -21.31 -5.00
H -14.94 -20.72 -2.84
H -13.15 -21.44 -0.85
H -14.20 -23.44 0.15
H -16.61 -23.34 0.94
H -17.73 -21.22 1.13
H -16.64 -19.17 0.10
C -12.05 -20.31 9.27
N -12.33 -20.04 7.86
C -13.30 -20.89 7.19
C -13.49 -20.13 5.86
O -14.09 -20.44 4.81
N -12.86 -18.87 5.97
C -12.26 -18.84 7.22
N -11.59 -17.76 7.68
H -12.99 -20.52 9.77
H -11.50 -19.51 9.72
H -11.48 -21.22 9.26
H -14.29 -20.92 7.70
H -12.98 -21.92 7.08
H -11.52 -16.99 7.00
H -11.04 -17.73 8.54
```

Calculated values
- E_HOMO (spin up / spin down) (eV) = -5.9 / -5.9
- charge = +1
- LUMO (spin up / spin down) (Ha) = -0.0736 / -0.0736
- gap between HOMO and LUMO (spin up / spin down) (eV) = 3.85 / 3.86



Entry 2:
DFT (ωB97M-V with the def2-TZVPD basis set) results for a molecular structure, C47H54F5N4P3SV.

```
115
C47H54F5N4P3SV (ωB97M-V with the def2-TZVPD basis set)
V 0.19 -0.81 -0.75
C -2.04 -0.57 -3.32
C -2.66 -1.57 -2.34
P -1.24 -2.57 -1.70
C -1.89 -3.66 -0.41
C -1.73 -5.04 -0.43
C -2.19 -5.81 0.64
C -2.81 -5.20 1.72
C -2.95 -3.82 1.76
C -2.48 -3.05 0.70
C -0.92 -3.62 -3.15
C 0.31 -3.59 -3.81
C 0.52 -4.37 -4.94
C -0.50 -5.18 -5.42
C -1.73 -5.21 -4.77
C -1.94 -4.43 -3.64
P -1.06 0.65 -2.32
C -2.40 1.80 -1.89
C -3.04 1.63 -0.67
C -4.20 2.34 -0.38
C -4.71 3.23 -1.31
C -4.07 3.41 -2.53
C -2.92 2.69 -2.83
C 0.05 1.50 -3.48
C 0.74 0.76 -4.44
C 1.69 1.38 -5.24
C 1.97 2.73 -5.08
C 1.29 3.47 -4.12
C 0.34 2.85 -3.32
H -2.79 -0.04 -3.90
H -1.39 -1.08 -4.03
H -3.42 -2.19 -2.81
H -3.13 -1.05 -1.50
H -1.24 -5.53 -1.26
H -2.07 -6.88 0.62
H -3.17 -5.80 2.55
H -3.42 -3.34 2.61
H -2.58 -1.97 0.74
H 1.11 -2.98 -3.42
H 1.47 -4.35 -5.44
H -0.34 -5.80 -6.29
H -2.53 -5.85 -5.14
H -2.90 -4.47 -3.14
H -2.63 0.95 0.07
H -4.70 2.20 0.57
H -5.61 3.79 -1.09
H -4.46 4.12 -3.25
H -2.43 2.83 -3.79
H 0.55 -0.30 -4.57
H 2.22 0.80 -5.99
H 2.71 3.21 -5.71
H 1.51 4.52 -3.99
H -0.19 3.43 -2.57
N 0.20 -0.13 0.79
P 0.47 0.79 2.06
N -0.81 0.69 3.11
C -0.92 1.67 4.22
C -1.91 1.18 5.27
C -3.16 0.62 4.60
C -2.81 -0.61 3.73
C -1.31 -0.66 3.43
N 1.93 0.39 2.69
C 2.26 -1.06 2.72
C 3.57 -1.27 3.46
C 3.46 -0.82 4.93
C 2.52 0.39 5.08
C 2.52 1.19 3.79
N 0.58 2.42 1.76
C 1.75 2.84 0.95
C 1.94 4.35 1.07
C 0.69 5.08 0.60
C -0.54 4.56 1.34
C -0.64 3.05 1.23
H -1.29 2.62 3.82
H 0.04 1.87 4.68
H -2.16 2.02 5.92
H -1.45 0.41 5.91
H -3.61 1.40 3.98
H -3.91 0.35 5.35
H -3.37 -0.57 2.79
H -3.09 -1.53 4.24
H -1.12 -1.31 2.58
H -0.77 -1.08 4.28
H 2.33 -1.43 1.70
H 1.48 -1.64 3.22
H 4.36 -0.71 2.95
H 3.84 -2.32 3.40
H 4.46 -0.56 5.30
H 3.10 -1.65 5.55
H 2.83 1.03 5.91
H 1.50 0.06 5.29
H 3.54 1.46 3.52
H 1.97 2.13 3.88
H 1.57 2.58 -0.10
H 2.64 2.31 1.28
H 2.81 4.64 0.48
H 2.14 4.60 2.11
H 0.56 4.91 -0.48
H 0.79 6.16 0.74
H -1.45 5.01 0.93
H -0.48 4.84 2.39
H -0.76 2.77 0.18
H -1.51 2.68 1.76
F 6.94 0.45 -2.50
C 5.80 -0.16 -2.19
C 5.77 -1.53 -2.00
F 6.89 -2.23 -2.15
C 4.59 -2.16 -1.67
F 4.61 -3.48 -1.50
C 3.40 -1.46 -1.49
S 1.93 -2.32 -1.01
C 3.47 -0.10 -1.72
F 2.35 0.65 -1.64
C 4.63 0.56 -2.05
F 4.63 1.88 -2.25
```

Calculated values
- E_HOMO (spin up / spin down) (eV) = -10.2 / -10.3
- charge = +1
- LUMO (spin up / spin down) (Ha) = -0.1028 / -0.0901
- gap between HOMO and LUMO (spin up / spin down) (eV) = 7.38 / 7.81
- expectation value of S² = 2.03
- multiplicity = 3